[1]
57
Properties=species:S:1:pos:R:3:forces:R:3:nbo_charge:R:1 method="wB97M-V/def2-TZVPD" orbital_gap_ev=8.38 lumo_ev=0.603 e_above_lowest_ev=1.830 homo_energy_ev=-7.8 total_energy_ha=-1333.92881 smiles=COc1ccc(-n2ncc3c(N4CCN(c5cc(C)ccc5C)CC4)ncnc32)cc1
C -1.081 8.330 4.151 -0.139 0.047 0.129 -0.25
O -0.091 7.959 3.224 0.209 -0.104 -0.200 -0.49
C 0.028 6.642 2.892 0.038 -0.134 -0.056 0.30
C 1.026 6.337 1.963 -0.188 0.106 0.184 -0.25
C 1.233 5.039 1.557 -0.048 -0.088 0.028 -0.19
C 0.441 4.013 2.073 -0.147 0.849 0.279 0.09
N 0.667 2.701 1.644 -0.229 -0.951 0.032 -0.18
N 1.636 2.438 0.746 0.533 0.038 -0.462 -0.24
C 1.638 1.152 0.514 0.050 0.223 0.012 -0.01
C 0.639 0.498 1.275 -0.430 0.402 0.427 -0.27
C 0.109 -0.793 1.521 -0.123 0.250 0.223 0.48
N 0.550 -1.917 0.931 -0.022 -0.037 -0.089 -0.39
C 1.566 -1.901 -0.097 0.289 0.081 -0.268 -0.23
C 1.699 -3.302 -0.713 0.160 0.161 0.143 -0.21
N 0.438 -3.883 -1.105 0.059 0.039 0.052 -0.48
C -0.019 -3.706 -2.422 -0.040 -0.112 -0.312 0.25
C 0.427 -2.660 -3.228 0.001 -0.020 0.034 -0.29
C -0.014 -2.491 -4.533 -0.083 -0.027 -0.030 0.00
C 0.512 -1.359 -5.363 0.054 -0.049 -0.002 -0.63
C -0.935 -3.391 -5.044 0.043 0.045 0.011 -0.23
C -1.367 -4.449 -4.266 0.007 0.093 0.004 -0.19
C -0.917 -4.638 -2.969 -0.056 0.000 0.019 -0.08
C -1.357 -5.859 -2.217 -0.002 0.067 -0.017 -0.63
C -0.569 -3.864 -0.045 -0.173 -0.155 0.272 -0.21
C -0.046 -3.197 1.228 -0.248 -0.388 -0.008 -0.24
N -0.888 -0.916 2.407 0.122 -0.400 -0.177 -0.56
C -1.357 0.160 3.012 -0.072 0.218 0.077 0.30
N -0.970 1.409 2.874 -0.092 0.398 0.161 -0.53
C 0.033 1.557 2.002 0.116 -0.863 -0.266 0.38
C -0.552 4.308 2.996 0.122 -0.206 -0.146 -0.16
C -0.757 5.615 3.403 0.049 0.451 0.035 -0.31
H -0.993 9.410 4.259 -0.048 -0.078 0.029 0.20
H -0.919 7.856 5.125 -0.017 0.004 -0.038 0.18
H -2.084 8.084 3.790 0.035 -0.006 0.022 0.18
H 1.629 7.142 1.575 0.082 0.084 -0.057 0.22
H 2.000 4.796 0.841 0.048 0.040 -0.036 0.24
H 2.354 0.751 -0.175 0.133 -0.059 -0.139 0.21
H 2.532 -1.594 0.326 -0.017 0.002 -0.088 0.20
H 1.279 -1.175 -0.866 0.089 -0.048 0.036 0.20
H 2.357 -3.262 -1.581 0.009 0.001 0.116 0.23
H 2.165 -3.971 0.019 0.082 0.120 -0.101 0.20
H 1.134 -1.941 -2.844 0.066 0.077 0.090 0.20
H -0.158 -1.143 -6.192 -0.010 0.063 -0.062 0.22
H 1.488 -1.619 -5.776 0.051 0.058 -0.062 0.22
H 0.631 -0.458 -4.764 0.012 0.087 -0.014 0.21
H -1.304 -3.275 -6.053 -0.031 0.023 -0.113 0.21
H -2.063 -5.163 -4.685 -0.055 -0.095 -0.026 0.21
H -2.190 -5.640 -1.551 -0.032 -0.068 0.118 0.21
H -0.533 -6.254 -1.626 0.033 -0.072 0.111 0.22
H -1.683 -6.626 -2.917 -0.027 -0.051 -0.002 0.22
H -1.456 -3.321 -0.394 0.029 -0.043 0.042 0.20
H -0.872 -4.884 0.215 -0.111 0.103 0.024 0.19
H 0.693 -3.840 1.718 -0.098 0.020 0.027 0.19
H -0.869 -3.018 1.921 0.164 -0.197 -0.117 0.27
H -2.165 -0.014 3.711 -0.069 -0.003 0.067 0.18
H -1.161 3.512 3.393 -0.017 0.064 0.025 0.25
H -1.536 5.814 4.122 -0.060 0.043 0.060 0.22

[2]
64
Properties=species:S:1:pos:R:3:forces:R:3:nbo_charge:R:1 method="wB97M-V/def2-TZVPD" orbital_gap_ev=7.61 lumo_ev=1.879 total_charge=-1 e_above_lowest_ev=0.000 homo_energy_ev=-5.7 total_energy_ha=-4008.42686
Na -0.174 -0.636 0.663 -0.365 0.037 0.336 0.84
C 0.158 -0.255 4.604 -0.024 0.093 -0.063 -0.54
C -0.207 -1.733 4.684 0.030 -0.100 -0.027 -0.56
S -0.020 -2.565 3.086 0.042 -0.049 -0.084 0.29
C -1.579 -3.471 2.950 0.085 0.002 0.041 -0.56
C -2.873 -2.666 3.013 -0.036 0.037 -0.070 -0.55
S -2.945 -1.358 1.759 -0.001 0.026 -0.065 0.22
C -3.392 0.103 2.730 0.005 -0.066 -0.069 -0.54
C -2.486 0.465 3.902 0.084 0.016 -0.006 -0.55
S -0.766 0.744 3.406 0.102 0.021 -0.037 0.22
H 0.091 0.204 5.593 0.009 -0.030 0.020 0.20
H 1.189 -0.155 4.257 0.008 -0.008 0.010 0.26
H 0.460 -2.210 5.405 -0.023 0.033 0.042 0.22
H -1.224 -1.879 5.046 0.002 0.036 0.051 0.20
H -1.486 -3.948 1.972 -0.011 -0.017 0.007 0.25
H -1.612 -4.264 3.702 -0.049 -0.018 -0.019 0.21
H -3.716 -3.341 2.854 0.004 -0.016 0.035 0.22
H -3.013 -2.210 3.992 0.016 -0.025 0.019 0.20
H -3.364 0.897 1.982 -0.019 0.017 0.020 0.25
H -4.422 0.002 3.079 0.003 0.036 0.033 0.21
H -2.869 1.376 4.366 -0.046 -0.019 0.012 0.22
H -2.500 -0.310 4.668 -0.046 0.003 0.004 0.21
O 0.425 -3.493 -2.235 -0.050 0.000 0.011 -1.00
S 0.741 -2.423 -1.313 -0.076 -0.086 -0.091 2.41
O 0.157 -1.130 -1.701 0.091 -0.029 0.079 -1.07
O 0.447 -2.730 0.084 0.127 -0.084 -0.127 -1.04
C 2.530 -2.198 -1.464 0.113 0.005 -0.005 -0.23
C 3.067 -2.832 -2.585 -0.060 0.064 0.128 -0.22
C 4.413 -2.751 -2.889 0.060 -0.024 -0.053 -0.23
C 5.254 -2.027 -2.064 0.064 0.001 -0.019 -0.22
C 4.737 -1.389 -0.950 -0.134 -0.006 0.032 -0.20
C 3.381 -1.454 -0.625 -0.011 -0.024 -0.084 -0.34
S 2.971 -0.548 0.903 0.188 0.261 0.013 2.42
O 4.145 0.277 1.132 -0.040 -0.057 0.052 -1.02
O 1.790 0.269 0.602 0.141 -0.150 -0.101 -1.07
O 2.731 -1.557 1.914 -0.022 -0.051 0.056 -1.00
H 2.393 -3.401 -3.209 0.001 -0.008 -0.010 0.24
H 4.801 -3.255 -3.767 -0.011 -0.003 0.001 0.20
H 6.313 -1.953 -2.281 -0.004 -0.001 -0.002 0.20
H 5.375 -0.811 -0.299 0.013 0.003 0.002 0.25
O -1.571 1.071 0.109 -0.158 0.232 -0.144 -1.01
S -1.714 2.381 -0.597 -0.069 0.075 0.085 1.27
C -2.294 2.018 -2.252 0.008 -0.125 0.027 -0.17
C -2.147 0.735 -2.751 -0.048 0.011 -0.123 -0.23
C -2.574 0.478 -4.048 0.000 -0.012 0.015 -0.20
C -3.147 1.484 -4.813 -0.002 0.010 0.007 -0.21
C -3.300 2.762 -4.289 0.015 -0.003 0.013 -0.21
C -2.873 3.034 -2.998 -0.026 0.001 -0.033 -0.25
C -0.090 2.955 -1.059 0.012 -0.019 0.067 -0.29
C 0.182 4.308 -0.921 0.059 0.020 -0.015 -0.21
C 1.446 4.774 -1.251 0.027 -0.004 -0.013 -0.23
C 2.421 3.881 -1.679 -0.032 0.021 0.015 -0.21
C 2.138 2.526 -1.787 -0.057 -0.011 0.014 -0.12
C 0.869 2.052 -1.488 0.099 0.000 -0.034 -0.19
H -1.683 -0.043 -2.159 0.035 0.000 0.052 0.28
H -2.444 -0.517 -4.454 -0.009 0.004 -0.010 0.22
H -3.476 1.275 -5.824 -0.001 -0.006 0.002 0.21
H -3.752 3.545 -4.884 -0.001 -0.001 -0.001 0.21
H -2.987 4.027 -2.578 0.010 -0.004 0.015 0.21
H -0.576 4.987 -0.548 -0.027 -0.024 -0.001 0.21
H 1.677 5.827 -1.150 0.007 -0.002 0.002 0.21
H 3.416 4.243 -1.906 0.005 -0.009 -0.002 0.21
H 2.906 1.821 -2.077 0.015 0.014 -0.004 0.22
H 0.656 0.992 -1.557 -0.023 0.014 -0.004 0.28

[3]
61
Properties=species:S:1:pos:R:3:forces:R:3:nbo_charge:R:1 method="wB97M-V/def2-TZVPD" orbital_gap_ev=6.63 lumo_ev=-7.199 total_charge=+2 e_above_lowest_ev=0.631 homo_energy_ev=-13.8 total_energy_ha=-4892.21013
Al -0.694 -0.021 -0.389 -0.703 0.153 0.310 1.83
C -5.581 1.931 -1.199 0.048 0.059 0.019 -0.76
S -4.644 1.251 -2.577 -0.049 0.100 -0.028 0.43
C -3.290 0.518 -1.813 0.049 -0.531 -0.194 -0.09
S -2.989 0.634 -0.110 0.140 -0.243 0.054 -0.25
N -2.577 -0.229 -2.645 0.066 0.364 0.241 -0.37
N -1.527 -0.806 -2.008 0.274 0.541 -0.083 -0.43
C -1.054 -1.918 -2.409 0.097 -0.408 -0.003 0.11
C -0.046 -2.519 -1.522 -0.145 0.104 -0.024 0.16
C 0.555 -3.731 -1.777 0.043 -0.160 -0.137 -0.20
C 1.446 -4.242 -0.843 0.049 -0.079 0.014 -0.09
C 1.713 -3.519 0.309 0.073 -0.101 -0.013 -0.22
C 1.076 -2.310 0.497 -0.154 0.152 -0.037 0.11
N 0.199 -1.822 -0.390 -0.062 0.071 0.030 -0.63
H -6.506 2.293 -1.646 0.006 0.012 0.016 0.26
H -5.052 2.756 -0.730 -0.041 -0.009 0.005 0.24
H -5.811 1.155 -0.473 -0.023 0.015 -0.012 0.24
H -1.449 -2.422 -3.287 0.020 -0.030 0.084 0.25
H 0.323 -4.261 -2.692 0.030 0.003 0.065 0.26
H 1.927 -5.197 -1.014 -0.018 0.036 -0.003 0.26
H 2.403 -3.886 1.058 -0.046 0.021 -0.039 0.26
H 1.257 -1.714 1.382 -0.017 -0.017 -0.048 0.23
Br -1.345 -3.243 6.274 -0.020 -0.074 0.097 0.16
C -1.055 -2.110 4.817 -0.015 -0.046 0.041 -0.08
C -0.182 -1.039 4.943 0.094 0.107 0.027 -0.20
C 0.033 -0.199 3.866 0.220 0.076 0.054 -0.24
C -0.620 -0.432 2.662 0.080 0.122 -0.076 0.14
C -1.484 -1.514 2.539 -0.077 0.069 -0.153 -0.21
C -1.710 -2.351 3.618 -0.015 0.033 -0.088 -0.20
N -0.420 0.434 1.528 0.050 -0.366 0.036 -0.61
C -0.133 1.668 1.677 -0.091 0.376 -0.036 0.16
C -0.048 2.528 0.490 -0.017 -0.166 0.155 0.20
C 0.221 3.875 0.571 0.021 0.185 0.102 -0.19
C 0.200 4.629 -0.597 0.023 0.077 -0.011 -0.12
C -0.111 4.006 -1.792 -0.015 0.060 -0.052 -0.19
C -0.377 2.643 -1.795 -0.045 -0.050 -0.066 0.08
N -0.333 1.922 -0.679 0.163 -0.257 -0.074 -0.61
H 0.333 -0.868 5.879 -0.019 -0.001 -0.042 0.25
H 0.745 0.614 3.970 -0.053 -0.072 0.006 0.23
H -2.024 -1.682 1.617 -0.030 -0.007 -0.059 0.23
H -2.401 -3.179 3.535 0.018 0.018 -0.022 0.25
H -0.030 2.118 2.660 -0.019 0.029 -0.017 0.23
H 0.430 4.328 1.533 0.004 -0.001 -0.050 0.25
H 0.415 5.690 -0.569 -0.024 -0.040 0.004 0.26
H -0.159 4.561 -2.719 0.008 -0.031 0.029 0.26
H -0.650 2.124 -2.706 0.027 0.001 0.013 0.24
C 3.125 0.575 1.048 0.030 0.006 0.057 -0.63
C 2.854 1.046 -0.360 -0.135 -0.060 0.049 -0.06
O 1.771 0.301 -0.954 0.122 -0.181 -0.259 -0.59
C 1.909 0.225 -2.395 0.013 0.047 0.150 -0.06
C 2.881 -0.849 -2.830 0.044 -0.074 0.031 -0.64
H 3.954 1.151 1.461 -0.026 -0.035 0.015 0.25
H 3.411 -0.478 1.055 0.002 0.058 -0.002 0.22
H 2.266 0.708 1.711 0.073 -0.024 -0.057 0.19
H 3.746 0.899 -0.964 0.056 0.011 -0.065 0.20
H 2.605 2.111 -0.395 -0.018 0.073 0.020 0.17
H 2.208 1.207 -2.772 -0.010 0.030 -0.017 0.20
H 0.916 0.016 -2.797 -0.057 -0.005 0.040 0.18
H 3.911 -0.597 -2.576 -0.027 -0.022 0.002 0.23
H 2.832 -0.970 -3.914 0.015 0.008 0.062 0.24
H 2.635 -1.806 -2.361 0.012 0.075 -0.064 0.21

[4]
59
Properties=species:S:1:pos:R:3:forces:R:3:lowdin_spin:R:1 method="wB97M-V/def2-TZVPD" spin_multiplicity=3 orbital_gap_ev="6.35 / 6.42" lumo_ev="-6.395 / -7.218" total_charge=+2 s2=2.01 homo_energy_ev="-12.7 / -13.6" total_energy_ha=-5794.84158
Pt -0.571 -0.268 -0.283 -0.084 -0.398 -0.351 1.17
N 1.166 -3.461 2.797 -0.269 0.059 0.268 0.00
C 0.374 -2.580 2.189 -0.085 -0.098 0.166 0.01
N 0.588 -2.110 1.003 -0.298 0.274 -0.173 0.10
C 1.672 -2.548 0.271 -0.602 0.403 -0.490 0.02
N 1.781 -2.186 -0.975 1.769 -1.008 0.020 0.03
N 0.785 -1.496 -1.487 -1.813 1.059 -0.324 0.13
C 0.528 -1.546 -2.750 0.917 -0.353 0.579 0.00
C -0.738 -1.055 -3.216 -0.827 0.239 -0.597 0.01
C -1.058 -1.002 -4.576 0.178 -0.010 0.496 0.00
C -2.349 -0.679 -4.949 -0.212 0.044 0.243 0.00
C -3.289 -0.420 -3.958 0.264 -0.129 -0.044 0.00
C -2.884 -0.439 -2.632 -0.382 -0.025 0.022 0.01
N -1.648 -0.756 -2.268 0.531 0.046 0.267 0.11
C 2.589 -3.488 0.865 0.179 -0.292 0.551 0.00
C 3.702 -4.012 0.192 0.024 -0.026 0.157 0.00
C 4.492 -4.966 0.796 -0.066 0.034 0.005 0.00
C 4.197 -5.414 2.086 -0.196 0.162 0.063 0.00
C 3.107 -4.913 2.770 -0.048 0.055 0.008 0.00
C 2.298 -3.955 2.166 0.581 -0.060 -0.809 0.00
H 0.939 -3.807 3.721 -0.078 0.081 -0.112 0.00
H -0.520 -2.251 2.709 0.137 -0.083 0.156 0.00
H 1.193 -2.062 -3.434 0.105 -0.071 0.093 0.00
H -0.295 -1.223 -5.305 0.062 -0.061 -0.123 0.00
H -2.633 -0.643 -5.987 -0.001 -0.022 -0.155 0.00
H -4.323 -0.241 -4.201 -0.101 0.137 -0.023 0.00
H -3.585 -0.217 -1.836 0.065 -0.010 -0.002 0.00
H 3.930 -3.658 -0.799 -0.042 0.046 -0.132 0.00
H 5.337 -5.385 0.271 0.046 0.050 -0.043 0.00
H 4.822 -6.158 2.559 0.013 -0.037 -0.010 0.00
H 2.865 -5.263 3.763 0.026 -0.063 0.102 0.00
C -2.838 2.904 -1.448 0.046 -0.130 -0.001 0.03
As -1.069 2.090 -1.198 0.271 0.273 0.134 0.13
C -0.181 2.554 -2.880 0.075 -0.083 0.133 0.03
C -0.307 3.250 0.161 -0.046 -0.172 -0.214 0.01
C 0.059 4.549 -0.168 -0.167 -0.055 -0.128 0.00
C 0.528 5.408 0.809 0.068 0.058 -0.024 0.00
C 0.686 4.957 2.108 -0.089 0.045 -0.039 0.00
C 0.352 3.652 2.433 -0.013 -0.168 0.212 0.00
C -0.172 2.793 1.474 0.012 -0.251 -0.063 0.00
As -0.758 0.977 1.917 -0.439 0.665 0.431 0.11
C -0.051 0.676 3.727 0.178 -0.048 -0.121 0.04
C -2.654 1.251 2.366 0.011 -0.038 -0.032 0.02
H -2.707 3.987 -1.387 0.044 -0.110 -0.067 0.01
H -3.541 2.600 -0.672 0.125 -0.057 -0.030 0.00
H -3.238 2.637 -2.428 0.055 0.000 0.082 0.00
H -0.411 3.578 -3.181 0.002 -0.095 0.137 0.01
H -0.532 1.879 -3.664 -0.030 0.025 0.126 0.00
H 0.900 2.432 -2.768 -0.181 0.034 0.031 0.00
H -0.038 4.899 -1.190 -0.002 0.031 0.054 0.00
H 0.771 6.427 0.554 0.084 0.117 -0.027 0.00
H 1.050 5.629 2.869 0.089 -0.006 0.078 0.00
H 0.509 3.316 3.448 -0.060 0.004 0.037 0.00
H 1.039 0.627 3.731 -0.115 0.026 -0.101 0.00
H -0.448 -0.254 4.141 -0.039 0.104 -0.160 0.00
H -0.375 1.496 4.375 -0.022 -0.096 -0.175 0.01
H -2.788 2.209 2.872 0.112 -0.077 -0.053 0.00
H -2.994 0.452 3.029 0.110 0.037 -0.097 0.00
H -3.268 1.229 1.464 0.127 0.028 0.068 0.00